No. 1
Computed, not measured: a 3-piece molecular cluster, C38H51BN7O5 overall in a non-equilibrium geometry, with ωB97M-V with the def2-TZVPD basis set.

* frontier orbital gap: 6.71 eV
* total energy: -61545.3068 eV
* spin multiplicity: 1
* total charge: +1

Element x y z (Å)
C (7.09, -2.85, 0.76)
C (7.25, -1.43, 1.62)
C (6.93, -0.17, 0.61)
C (5.33, 0.02, 0.24)
C (5.21, 1.02, -1.08)
C (3.65, 1.46, -1.37)
C (3.23, 2.87, -0.57)
C (1.75, 2.57, 0.10)
C (1.00, 3.90, 0.72)
N (0.84, 3.86, 2.25)
C (1.79, 4.74, 3.03)
C (3.34, 4.20, 3.08)
N (4.18, 4.85, 3.99)
C (-0.15, 3.04, 2.81)
N (-0.36, 2.98, 4.31)
B (0.56, 2.01, 5.02)
N (1.99, 1.66, 4.64)
O (0.03, 1.34, 6.26)
N (-1.00, 2.30, 1.81)
C (-2.25, 3.04, 1.41)
C (-3.31, 3.36, 2.62)
C (-3.17, 4.52, 3.78)
C (-4.25, 4.85, 4.96)
C (-5.64, 3.98, 4.99)
C (-6.83, 4.26, 6.12)
C (-5.83, 2.79, 3.85)
C (-4.71, 2.45, 2.67)
C (-1.22, 0.85, 2.12)
C (-2.18, 0.21, 3.29)
C (-2.28, -1.42, 3.53)
C (-1.41, -2.49, 2.63)
C (-0.43, -1.88, 1.47)
C (-0.34, -0.25, 1.22)
H (7.84, -3.66, 1.18)
H (5.99, -3.25, 0.83)
H (7.34, -2.65, -0.39)
H (8.37, -1.32, 2.01)
H (6.54, -1.40, 2.57)
H (7.28, 0.83, 1.12)
H (7.54, -0.35, -0.38)
H (4.87, -1.06, 0.04)
H (4.72, 0.46, 1.16)
H (5.56, 0.35, -2.00)
H (5.90, 1.98, -0.95)
H (2.97, 0.60, -0.90)
H (3.36, 1.54, -2.50)
H (3.24, 3.71, -1.38)
H (4.05, 3.02, 0.25)
H (1.02, 2.14, -0.73)
H (1.87, 1.80, 0.98)
H (0.00, 4.11, 0.15)
H (1.71, 4.82, 0.46)
H (1.77, 5.80, 2.49)
H (1.44, 4.95, 4.14)
H (3.82, 3.38, 2.40)
H (5.14, 4.43, 3.91)
H (-0.39, 3.92, 4.76)
H (2.69, 2.26, 5.13)
H (2.14, 1.63, 3.60)
H (0.53, 1.77, 7.04)
H (-2.07, 4.06, 0.83)
H (-2.83, 2.34, 0.64)
H (-2.17, 5.17, 3.75)
H (-4.02, 5.69, 5.75)
H (-7.05, 3.23, 6.66)
H (-7.83, 4.65, 5.63)
H (-6.50, 5.08, 6.92)
H (-6.84, 2.19, 3.89)
H (-4.97, 1.62, 1.89)
H (-2.80, 0.91, 3.99)
H (-2.99, -1.83, 4.37)
H (-1.41, -3.67, 2.77)
H (0.27, -2.56, 0.78)
H (0.39, 0.15, 0.39)
C (-2.93, -4.82, -3.95)
C (-3.43, -4.85, -2.65)
C (-2.56, -4.81, -1.56)
C (-1.18, -4.74, -1.78)
C (-0.67, -4.73, -3.09)
C (-1.55, -4.77, -4.17)
N (-0.26, -4.68, -0.64)
O (-0.76, -4.71, 0.50)
O (0.95, -4.59, -0.88)
H (-3.61, -4.85, -4.80)
H (-4.51, -4.89, -2.49)
H (-2.98, -4.82, -0.56)
H (0.40, -4.69, -3.28)
H (-1.16, -4.76, -5.19)
C (-4.09, -5.42, -10.60)
C (-3.46, -6.11, -9.56)
C (-2.61, -5.43, -8.68)
C (-2.40, -4.06, -8.86)
C (-3.02, -3.36, -9.90)
C (-3.86, -4.05, -10.77)
N (-1.52, -3.33, -7.92)
O (-0.97, -3.98, -7.02)
O (-1.38, -2.11, -8.09)
H (-4.75, -5.95, -11.27)
H (-3.64, -7.17, -9.43)
H (-2.13, -5.98, -7.88)
H (-2.86, -2.30, -10.05)
H (-4.35, -3.52, -11.59)

Atomic partial charges in e from the Mulliken method, atoms 1 to 4: -0.8151, -0.4256, -0.6250, -0.0674

---

No. 2
Computed, not measured: C38H51Cl3N2NdO3SbSi as an isolated structure in a non-equilibrium geometry, with ωB97M-V with the def2-TZVPD basis set.

* frontier orbital gap (spin up / spin down): 5.22 / 5.24 eV
* total energy: -116615.8258 eV
* spin multiplicity: 4
* <S²>: 3.753

Element x y z (Å)
C (-3.51, 5.42, -0.75)
C (-2.28, 4.82, -0.14)
H (-3.70, 6.40, -0.29)
H (-4.39, 4.83, -0.50)
H (-3.45, 5.51, -1.84)
C (-1.91, 5.19, 1.10)
C (-2.70, 5.93, 2.11)
H (-1.01, 4.79, 1.54)
H (-3.66, 5.47, 2.33)
H (-2.90, 6.97, 1.90)
H (-2.15, 5.94, 3.04)
Nd (-2.46, -2.30, 0.26)
Cl (-0.18, -0.51, -0.73)
Cl (-4.44, -3.76, 0.52)
H (0.92, -6.10, -2.21)
H (1.29, -4.51, -4.30)
C (-0.02, -5.60, -1.94)
C (0.20, -4.70, -4.31)
N (-0.35, -4.63, -2.97)
H (0.11, -5.10, -0.99)
C (-1.14, -3.59, -2.71)
O (-1.40, -3.22, -1.55)
H (-0.31, -3.89, -4.86)
H (-1.58, -3.06, -3.56)
H (-0.78, -6.39, -1.90)
H (0.05, -5.68, -4.78)
H (-3.27, 1.95, 1.87)
H (-1.46, 2.38, 4.46)
C (-3.60, 1.37, 2.74)
C (-2.05, 1.47, 4.70)
N (-2.43, 0.80, 3.45)
H (-4.29, 0.61, 2.36)
C (-1.70, -0.23, 3.02)
O (-1.97, -0.92, 2.01)
H (-1.40, 0.82, 5.31)
H (-0.75, -0.42, 3.56)
H (-4.10, 2.04, 3.47)
H (-2.93, 1.75, 5.31)
O (-2.09, 2.51, -1.27)
C (-1.45, 3.80, -1.01)
C (-0.43, 2.62, 1.00)
C (-0.26, 3.33, -0.19)
H (-1.41, 2.19, 1.22)
C (0.66, 2.52, 1.85)
H (-1.10, 4.33, -1.95)
C (0.98, 3.68, -0.69)
H (0.53, 2.19, 2.86)
C (1.92, 2.88, 1.39)
C (2.08, 3.49, 0.15)
H (0.98, 4.19, -1.67)
H (2.75, 2.91, 2.10)
H (3.04, 3.79, -0.20)
Si (-3.17, 1.51, -2.28)
Cl (-3.82, -0.26, -0.09)
C (-4.72, 0.24, -2.84)
C (-1.93, 0.52, -3.32)
C (-4.07, 3.09, -2.65)
H (-4.62, -0.79, -2.49)
H (-4.85, 0.09, -3.96)
H (-5.71, 0.58, -2.52)
H (-4.69, 3.29, -1.77)
H (-4.59, 3.36, -3.54)
H (-3.19, 3.69, -2.53)
H (-1.03, 1.01, -2.93)
H (-2.03, 0.72, -4.39)
H (-1.84, -0.56, -3.19)
C (3.79, -4.53, -2.99)
C (3.69, -4.96, -1.66)
C (3.08, -4.14, -0.70)
C (2.59, -2.89, -1.08)
C (2.60, -2.49, -2.42)
C (3.23, -3.31, -3.37)
Sb (1.97, -1.40, 0.40)
C (2.03, -2.57, 2.31)
C (0.85, -2.95, 2.94)
C (0.90, -3.71, 4.12)
C (2.13, -4.04, 4.69)
C (3.32, -3.63, 4.07)
C (3.27, -2.90, 2.86)
C (3.67, 0.03, 0.37)
C (4.37, 0.32, 1.54)
C (5.54, 1.11, 1.47)
C (5.96, 1.62, 0.24)
C (5.21, 1.37, -0.92)
C (4.06, 0.58, -0.84)
H (4.30, -5.15, -3.73)
H (4.12, -5.91, -1.36)
H (3.03, -4.47, 0.33)
H (2.14, -1.55, -2.73)
H (3.28, -2.97, -4.41)
H (-0.11, -2.66, 2.53)
H (-0.02, -4.04, 4.60)
H (2.18, -4.62, 5.62)
H (4.30, -3.87, 4.52)
H (4.21, -2.61, 2.38)
H (4.06, -0.06, 2.51)
H (6.11, 1.31, 2.38)
H (6.88, 2.22, 0.17)
H (5.53, 1.77, -1.88)
H (3.48, 0.38, -1.75)

Atomic partial charges in e from the Mulliken method, atoms 1 to 4: -2.0687, 1.1790, 0.4668, 0.2631

---

No. 3
Computed, not measured: C38H52AsBaCl2N5S as an isolated structure in a non-equilibrium geometry, with ωB97M-V with the def2-TZVPD basis set.

* frontier orbital gap: 5.32 eV
* total energy: -145112.7385 eV
* spin multiplicity: 1

Element x y z (Å)
Ba (0.54, -0.29, -0.12)
C (-3.04, 0.78, 2.62)
C (-2.20, 2.00, 2.29)
N (-1.52, 1.99, 0.99)
C (-2.36, 2.50, -0.09)
C (-2.92, 1.43, -1.01)
N (-1.84, 0.76, -1.72)
C (-2.31, -0.09, -2.83)
C (-2.98, -1.39, -2.38)
C (-2.01, -2.52, -2.09)
N (-1.31, -2.42, -0.81)
C (-2.02, -3.01, 0.32)
C (-2.67, -1.98, 1.22)
N (-1.67, -1.21, 1.94)
C (-2.26, -0.46, 3.05)
H (-3.71, 0.54, 1.79)
H (-3.70, 1.06, 3.45)
H (-1.44, 2.11, 3.07)
H (-2.84, 2.89, 2.36)
H (-0.67, 2.54, 1.06)
H (-1.77, 3.19, -0.69)
H (-3.20, 3.09, 0.32)
H (-3.64, 1.90, -1.70)
H (-3.48, 0.70, -0.43)
H (-1.25, 1.48, -2.14)
H (-1.44, -0.34, -3.44)
H (-3.01, 0.48, -3.46)
H (-3.64, -1.72, -3.20)
H (-3.65, -1.21, -1.54)
H (-1.23, -2.52, -2.86)
H (-2.53, -3.49, -2.16)
H (-0.44, -2.92, -0.93)
H (-1.28, -3.57, 0.92)
H (-2.77, -3.75, -0.01)
H (-3.36, -2.49, 1.91)
H (-3.28, -1.30, 0.62)
H (-1.00, -1.87, 2.34)
H (-1.45, -0.14, 3.72)
H (-2.92, -1.11, 3.64)
S (1.35, -1.41, -2.67)
C (1.89, -3.10, -2.54)
C (2.07, -3.80, -3.74)
C (2.46, -5.12, -3.77)
C (2.71, -5.80, -2.58)
C (2.55, -5.13, -1.38)
C (2.14, -3.80, -1.34)
As (1.97, -2.91, 0.41)
C (3.45, -1.75, 0.42)
C (3.54, -0.60, 1.42)
C (4.78, -0.81, 2.28)
C (5.89, -1.28, 1.68)
C (5.88, -1.86, 0.37)
C (4.65, -2.21, -0.15)
C (2.36, -4.39, 1.62)
C (3.57, -4.42, 2.31)
C (3.82, -5.46, 3.21)
C (2.87, -6.44, 3.42)
C (1.66, -6.41, 2.73)
C (1.41, -5.38, 1.84)
H (1.88, -3.27, -4.66)
H (2.59, -5.62, -4.72)
H (3.03, -6.83, -2.59)
H (2.77, -5.66, -0.46)
H (2.66, -0.60, 2.08)
H (4.78, -0.54, 3.32)
H (6.81, -1.33, 2.26)
H (6.79, -2.21, -0.09)
H (4.61, -2.90, -0.99)
H (4.31, -3.65, 2.14)
H (4.76, -5.48, 3.74)
H (3.07, -7.24, 4.13)
H (0.92, -7.18, 2.90)
H (0.47, -5.36, 1.30)
C (1.14, 3.31, 2.84)
N (1.59, 1.95, 3.10)
C (1.27, 1.57, 4.47)
C (3.05, 1.91, 2.94)
C (3.48, 1.97, 1.50)
C (3.75, 3.20, 0.91)
C (4.14, 3.29, -0.42)
C (4.24, 2.13, -1.18)
C (3.98, 0.89, -0.60)
C (3.63, 0.79, 0.74)
H (1.67, 4.04, 3.48)
H (0.08, 3.41, 3.06)
H (1.33, 3.58, 1.81)
H (1.76, 2.23, 5.21)
H (1.60, 0.55, 4.66)
H (0.20, 1.63, 4.64)
H (3.42, 1.01, 3.41)
H (3.49, 2.75, 3.49)
H (3.66, 4.10, 1.51)
H (4.36, 4.25, -0.85)
H (4.53, 2.19, -2.22)
H (4.04, -0.01, -1.19)
Cl (1.30, 5.66, -0.28)
C (0.40, 4.76, -1.49)
Cl (0.95, 3.08, -1.68)
H (0.53, 5.24, -2.46)
H (-0.65, 4.74, -1.20)

Atomic partial charges in e from the Mulliken method, atoms 1 to 4: 0.1013, -0.9804, -0.3249, 0.9137